No. 1
Entry from the Open Molecules 2025 dataset: a 2-piece molecular cluster, C20H23F4Si overall at a distorted geometry (ωB97M-V with the def2-TZVPD basis set).

```
48
Properties=species:S:1:pos:R:3:forces:R:3
C -3.808376 -0.126866 2.412548 -0.3 -0.1 0.4
C -2.638185 0.155799 1.510975 -0.4 -0.1 0.7
C -1.530194 -0.590875 1.765743 0.7 -0.3 -1.4
C -0.290449 -0.784928 0.968278 -0.4 0.6 0.4
Si 1.283773 -0.284129 1.978407 0.3 0.1 -0.1
C 2.805650 -0.697396 0.971106 -0.2 0.0 0.0
C 1.141432 1.560909 2.243556 0.0 0.0 0.1
C 1.355819 -1.206010 3.600392 -0.2 0.0 -0.1
H -4.646844 0.569625 2.346517 0.2 -0.2 -0.1
H -4.185297 -1.132872 2.203337 -0.1 0.2 0.1
H -3.442166 -0.108959 3.448230 -0.3 0.0 -0.2
H -2.777654 0.681822 0.513557 0.2 -1.0 0.0
H -1.667236 -1.302652 2.601265 0.1 0.5 -0.4
H -0.145514 -1.854352 0.746925 -0.2 0.2 0.0
H -0.322637 -0.194532 0.037096 0.1 -0.3 0.3
H 3.674284 -0.216072 1.429427 0.0 0.0 0.0
H 2.989772 -1.774613 0.951157 0.0 0.1 0.0
H 2.725897 -0.339470 -0.058288 0.1 0.0 0.0
H 1.957655 1.923295 2.875632 -0.1 0.0 -0.1
H 1.192225 2.097458 1.292045 0.0 0.0 0.0
H 0.196760 1.821023 2.732374 0.1 0.0 0.0
H 2.117052 -0.739637 4.238050 -0.1 -0.1 -0.1
H 0.397164 -1.174365 4.129978 0.2 0.0 0.1
H 1.637230 -2.254699 3.445243 -0.1 0.2 0.1
F -0.494513 3.697335 -2.717101 -0.5 0.4 1.6
C -0.800801 3.792822 -1.378138 0.2 -0.2 -0.9
C 0.123332 4.392604 -0.526367 -0.5 0.0 0.4
C -0.218147 4.423695 0.833016 0.7 0.5 0.4
F 0.681646 5.001745 1.713034 -1.5 -0.7 -1.2
C -1.369039 3.817941 1.329951 0.7 -0.5 0.3
C -2.163711 3.054221 0.450195 0.7 0.4 0.0
C -3.140529 2.123327 1.034356 -0.7 2.8 0.6
C -4.518916 2.162628 0.463798 -0.4 -1.2 -0.4
C -5.580579 2.610684 1.259652 -0.1 0.1 0.3
C -6.874513 2.579356 0.743069 -0.6 0.3 0.6
F -7.918974 2.958781 1.553632 1.3 -0.4 -1.0
C -7.161858 2.150867 -0.548411 0.3 0.1 0.0
C -6.084143 1.732067 -1.318103 0.4 -0.2 -0.9
F -6.299289 1.355919 -2.623783 0.2 0.4 1.7
C -4.774745 1.685812 -0.824726 -0.4 0.1 -0.4
C -1.981270 3.208997 -0.925965 0.6 -0.5 -0.4
H 1.035970 4.851363 -0.901551 -0.2 -0.2 0.1
H -1.594693 3.861008 2.403007 0.3 -0.2 -0.5
H -3.150058 2.290414 2.106737 -0.1 -0.4 0.0
H -5.394523 2.974173 2.275857 -0.2 -0.2 -0.4
H -8.168553 2.166852 -0.953170 0.1 0.0 0.1
H -3.966602 1.299457 -1.448256 -0.5 0.0 0.1
H -2.701633 2.812766 -1.630204 0.4 -0.1 -0.1
```
Positions in Å, forces in eV/Å.

Its total charge is +1. The HOMO energy is -12.77 eV. For the HOMO-LUMO gap, the calculation gives 7.2 eV. As for the spin multiplicity: 1. As for the energy above the lowest of the compared OMol25 structures with the same formula, charge and spin: 0.0 kcal/mol.

---

No. 2
Entry from the Open Molecules 2025 dataset: a 7-piece molecular cluster, C20H23F6O19 overall at a distorted geometry (ωB97M-V with the def2-TZVPD basis set).

```
68
Properties=species:S:1:pos:R:3:forces:R:3
C -17.147669 -8.959040 -27.814736 0.4 -3.3 2.1
C -16.682056 -7.860212 -28.608607 0.1 3.8 -0.8
O -17.599823 -6.892847 -28.790223 -1.6 0.6 -1.1
H -17.145600 -9.857078 -28.432491 -0.6 -0.4 0.0
H -18.065699 -8.876855 -27.232887 -0.2 0.5 -0.4
H -16.366263 -9.179710 -27.087538 0.2 -0.3 0.5
H -16.229927 -8.293783 -29.500618 0.3 -0.3 -1.1
H -15.870389 -7.283995 -28.164453 1.4 -0.5 0.8
C -18.060401 -6.646011 -23.274188 1.6 -2.3 0.7
C -18.946425 -5.730887 -24.003919 4.7 0.3 -0.9
O -18.313645 -4.435891 -23.701358 0.5 -0.3 -0.1
C -16.990542 -4.654905 -23.238595 -0.8 -0.4 0.0
O -16.137266 -3.849969 -22.995287 -1.6 -0.7 -0.6
O -16.852244 -5.996432 -23.086572 1.7 1.6 0.4
F -20.094772 -5.894487 -23.490987 -4.5 0.8 1.0
H -17.769644 -7.543366 -23.820377 -0.6 -0.2 -0.1
H -18.456000 -6.924451 -22.297422 -0.3 0.0 0.0
H -18.870085 -6.026690 -25.050228 -0.6 1.1 -0.5
C -19.745970 -14.567346 -29.717172 1.2 0.6 1.2
C -20.828146 -13.794468 -28.921808 3.8 -2.4 -1.7
O -21.741594 -14.858900 -28.653857 -0.3 3.0 2.4
C -21.413319 -15.930060 -29.333669 0.4 0.2 -3.0
O -21.953160 -16.963649 -29.307118 -0.8 -1.6 0.6
O -20.487153 -15.589146 -30.286765 0.2 -1.2 0.1
F -21.196821 -12.967677 -29.882118 -2.8 2.1 -0.5
H -18.963363 -14.956741 -29.066014 0.1 -0.3 0.2
H -19.232617 -13.906506 -30.415632 -0.5 -0.2 -0.3
H -20.258860 -13.259491 -28.161668 -1.5 -0.1 1.0
C -18.443426 -9.520795 -33.677246 -1.0 -0.1 0.6
C -19.761979 -8.728809 -33.438968 2.2 -2.3 1.6
O -20.802503 -9.647042 -33.799584 0.5 -0.2 -0.4
C -20.276922 -10.726777 -34.513371 0.8 -0.7 -1.0
O -20.863464 -11.599132 -35.148972 1.6 3.1 2.4
O -18.879192 -10.625970 -34.420553 -1.8 -1.6 -1.0
F -19.698385 -7.682832 -34.201447 -1.0 2.6 -2.6
H -18.000446 -9.857354 -32.739906 0.0 0.0 0.0
H -17.710566 -8.968994 -34.265917 -0.2 0.2 0.1
H -19.746135 -8.315944 -32.430304 -1.1 -0.8 0.4
C -12.956827 -13.825545 -22.445309 -1.6 1.2 -0.9
C -13.957164 -13.685528 -23.567985 -2.3 -0.9 1.0
O -13.383146 -14.144454 -24.702323 0.5 -1.2 -2.1
C -12.298264 -14.793569 -24.394749 5.8 -1.9 -2.4
O -11.425030 -15.257265 -25.181887 -4.2 1.6 3.2
O -12.108040 -14.774749 -23.038281 0.8 -0.6 0.4
F -14.396133 -12.509843 -23.910517 -0.7 3.2 0.4
H -13.606014 -14.114965 -21.618932 1.0 -0.7 0.4
H -12.546826 -12.837265 -22.237203 0.8 -0.2 0.0
H -14.842578 -14.271632 -23.321760 -0.2 -0.4 -0.2
C -12.524883 -3.833539 -31.294764 -0.5 -1.2 1.0
C -13.891198 -3.112940 -31.023736 2.6 -0.7 -0.9
O -14.276406 -2.937255 -32.363734 -2.2 1.3 0.4
C -13.377165 -3.240738 -33.291815 -0.4 -0.8 -5.4
O -13.558819 -3.117724 -34.558881 1.1 -0.3 6.4
O -12.347262 -3.871822 -32.701359 0.0 0.8 -0.7
F -13.691285 -1.933843 -30.385211 -0.2 0.5 -0.3
H -12.671012 -4.859356 -30.956431 0.2 -0.1 0.0
H -11.611496 -3.461643 -30.830531 -0.4 0.5 0.1
H -14.587513 -3.686149 -30.411617 -0.3 0.0 -0.5
C -21.411679 -2.655981 -29.551774 -0.6 0.9 -0.9
C -21.466908 -3.254545 -30.965675 1.0 1.8 1.5
O -21.951035 -2.137147 -31.716203 1.5 -1.8 -1.7
C -22.509077 -1.218887 -30.975903 -3.0 3.0 0.1
O -23.137470 -0.249584 -31.446947 2.3 -3.1 2.0
O -22.399042 -1.558508 -29.657610 0.5 -0.2 -0.1
F -22.332999 -4.245521 -31.057868 -1.1 -1.1 -0.2
H -20.449282 -2.171530 -29.386873 0.0 -0.2 0.1
H -21.627046 -3.394078 -28.779164 -0.4 0.4 0.0
H -20.475625 -3.615249 -31.240163 -0.2 0.3 -0.7
```
Positions in Å, forces in eV/Å.

Its total charge is -1. The HOMO energy is -3.12 eV. For the HOMO-LUMO gap, the calculation gives 4.7 eV. As for the spin multiplicity: 1. As for the energy above the lowest of the compared OMol25 structures with the same formula, charge and spin: 0.0 kcal/mol.

---

No. 3
Entry from the Open Molecules 2025 dataset: an isolated ion of composition C20H23FN3O4S and charge +1 at a distorted geometry (ωB97M-V with the def2-TZVPD basis set).

```
52
Properties=species:S:1:pos:R:3:forces:R:3
N -3.535405 -2.958675 0.929186 0.2 -0.4 0.1
C -3.961316 -1.898128 0.863505 -0.2 -0.6 0.1
C -4.507940 -0.597018 0.749997 -0.5 0.6 0.0
C -5.877589 -0.370501 0.882827 0.3 -0.1 0.0
C -6.374230 0.915683 0.745586 0.1 0.1 0.0
C -5.525268 1.978115 0.472339 0.0 -0.1 0.0
C -4.159805 1.761658 0.339821 0.1 0.2 0.0
C -3.666828 0.481843 0.479277 0.5 -0.2 -0.1
S -1.924680 0.146147 0.388675 0.2 -0.1 -0.8
O -1.221403 1.330657 -0.105650 -0.8 0.2 0.2
O -1.432849 -0.409834 1.599923 -0.1 -0.3 0.3
N -1.802893 -1.031760 -0.815099 -0.4 0.8 0.8
H -0.006273 0.534043 -0.952826 0.3 -0.3 -0.3
C -1.831153 -0.536435 -2.173751 -0.2 0.2 -0.3
C -0.399433 -0.334554 -2.720516 -0.5 0.0 -0.5
N 0.503767 -0.144674 -1.568376 -0.1 0.4 0.2
C 0.626062 -1.418531 -0.819219 0.0 -0.7 0.5
C -0.775463 -2.027256 -0.598837 0.2 -0.2 0.4
H -0.884497 -2.390020 0.422654 0.2 -0.2 -0.1
H -0.970168 -2.856940 -1.281280 -0.1 0.1 0.0
H 1.260049 -2.099264 -1.391449 0.0 0.2 0.0
H 1.116975 -1.210426 0.132724 0.0 0.1 -0.2
C 1.810444 0.481845 -1.884183 0.9 0.7 -0.1
H 1.830061 0.765260 -2.937206 -0.1 -0.1 0.1
C 2.031384 1.765985 -1.046742 0.3 -0.7 0.1
O 1.061455 2.728775 -1.346604 -0.4 0.3 0.0
H 0.260969 2.595183 -0.816994 0.2 0.1 0.0
H 2.989288 2.188986 -1.374163 -0.1 -0.2 0.0
C 2.086519 1.468393 0.472033 -0.1 0.4 -0.3
O 2.711502 0.235422 0.735156 0.3 -0.2 0.2
C 4.087595 0.177640 0.829472 0.1 -0.2 -0.2
C 4.875079 1.062047 1.552219 -0.2 0.0 -0.1
C 6.241928 0.857883 1.642668 0.1 0.0 0.0
C 6.839524 -0.227159 1.025567 0.0 0.0 0.0
C 6.070071 -1.121780 0.300311 -0.2 0.0 0.0
C 4.712735 -0.903040 0.208633 -0.2 0.2 0.0
F 3.938363 -1.747701 -0.524608 0.1 0.0 0.1
H 6.505442 -1.975063 -0.193857 0.0 -0.1 -0.1
H 7.903157 -0.380922 1.107693 0.1 0.0 0.0
H 6.841053 1.551856 2.210512 0.1 0.1 0.1
H 4.423409 1.900134 2.059303 -0.1 0.1 0.1
H 2.575633 2.302409 0.981592 -0.1 -0.1 0.0
H 1.069956 1.377674 0.872767 0.1 0.1 0.0
H 2.612371 -0.231105 -1.700285 -0.1 0.0 0.0
H -0.063495 -1.204197 -3.289342 0.1 0.1 0.1
H -0.366172 0.547278 -3.361218 0.1 -0.1 0.1
H -2.377244 0.408517 -2.164451 0.0 -0.1 -0.3
H -2.378928 -1.246179 -2.800163 0.1 0.1 0.0
H -3.476279 2.571315 0.137544 0.0 0.1 0.0
H -5.920980 2.975900 0.368060 0.0 0.1 0.0
H -7.433366 1.089812 0.854848 -0.1 0.0 0.0
H -6.535127 -1.199471 1.094838 0.0 -0.1 0.0
```
Positions in Å, forces in eV/Å.

The structure (SMILES) is N#Cc1ccccc1S(=O)(=O)N1CC[NH+](C[C@@H](O)COc2ccccc2F)CC1. Its total charge is +1. The HOMO energy is -11.50 eV. For the HOMO-LUMO gap, the calculation gives 8.3 eV. As for the spin multiplicity: 1. As for the energy above the lowest of the compared OMol25 structures with the same formula, charge and spin: 0.0 kcal/mol.

---

No. 4
Entry from the Open Molecules 2025 dataset: C20H23Ge2I2N3OPd as an isolated structure (ωB97M-V with the def2-TZVPD basis set).

```
52
Properties=species:S:1:pos:R:3:forces:R:3
Pd -0.633965 0.789210 1.403323 0.0 0.1 0.1
I 1.666364 -1.164170 -0.610726 0.0 0.0 0.0
C 2.610781 -0.263893 1.049925 0.0 0.0 0.0
I 1.451886 -0.393779 2.841782 0.0 0.0 -0.1
H 2.749916 0.789718 0.830973 0.0 0.0 0.0
H 3.551832 -0.764494 1.242011 0.0 0.0 0.0
N -1.866509 -1.006599 1.056411 -0.1 0.0 -0.2
C -2.842691 -0.380056 0.204677 0.0 -0.2 -0.1
O -2.776122 -0.479965 -0.991861 0.0 0.0 0.3
C -3.793458 0.478140 0.936641 0.2 0.3 -0.1
C -3.850354 0.454588 2.360115 -0.1 -0.1 0.0
N -3.812148 0.362634 3.507036 0.0 0.0 0.0
C -4.364563 1.478489 0.236194 -0.2 -0.2 -0.1
N -4.841064 2.341408 -0.421295 0.2 0.1 0.1
H -1.367599 -1.734478 0.553038 0.0 0.0 0.0
H -2.225840 -1.351174 1.942371 0.0 0.0 0.0
C 1.612124 3.497361 3.561775 0.1 0.0 0.0
Ge -0.005938 4.057289 2.629037 -0.1 0.0 0.0
C -0.015879 5.983385 2.291302 0.0 0.0 -0.1
C -1.588732 3.537402 3.643573 0.0 0.0 0.0
Ge -0.043812 3.042666 0.355457 -0.1 -0.1 0.1
C 1.623927 3.048547 -0.625880 -0.1 0.0 0.0
C 2.731238 3.723949 -0.105844 0.1 0.0 -0.1
C 3.947393 3.706475 -0.775726 0.0 0.0 0.0
C 4.070546 3.011394 -1.970409 0.0 0.0 0.0
C 2.978011 2.335588 -2.496790 0.0 0.0 0.0
C 1.761927 2.350969 -1.828747 0.1 0.0 0.0
C -1.618143 3.462865 -0.706843 0.0 0.0 0.0
C -1.605272 3.461772 -2.123750 0.0 0.0 0.0
C -2.802758 3.646444 -2.855237 0.0 0.0 0.0
C -4.004480 3.750704 -2.239539 0.0 0.0 0.0
C -4.116542 3.662450 -0.756244 0.0 -0.1 0.0
C -2.803283 3.659064 -0.048182 0.0 0.0 0.0
H 1.963972 4.318666 4.187321 0.0 0.0 0.0
H 2.416071 3.222721 2.880130 0.0 0.0 0.0
H 1.395354 2.645161 4.204352 0.0 0.0 0.0
H -0.042081 6.508671 3.247310 0.0 0.0 0.0
H -0.892684 6.266658 1.709819 0.0 0.0 0.0
H 0.877112 6.290418 1.748203 0.0 0.0 0.0
H -1.492622 3.945064 4.651599 0.0 0.0 0.0
H -1.697476 2.455721 3.723140 0.0 0.0 0.0
H -2.499477 3.946852 3.207835 0.0 0.0 0.0
H 2.650532 4.281358 0.820479 0.0 0.0 0.0
H 4.794717 4.240478 -0.365785 0.0 0.0 0.0
H 5.017665 2.998379 -2.493376 0.0 0.0 0.0
H 3.072225 1.790814 -3.427282 0.0 0.0 0.0
H 0.925571 1.798980 -2.241016 0.0 0.0 0.0
H -0.672530 3.349571 -2.658758 0.0 0.0 0.0
H -2.753446 3.697729 -3.935095 0.0 0.0 0.0
H -4.918949 3.867109 -2.804763 0.0 0.0 0.0
H -4.805334 4.411945 -0.362230 0.0 0.0 0.0
H -2.839304 3.690436 1.035608 0.0 0.0 0.0
```
Positions in Å, forces in eV/Å.

Its total charge is +1. The HOMO energy (spin up / spin down) is -10.51 / -12.12 eV. For the HOMO-LUMO gap (spin up / spin down), the calculation gives 7.2 / 7.2 eV. As for the spin multiplicity: 4. As for the energy above the lowest of the compared OMol25 structures with the same formula, charge and spin: 13.1 kcal/mol.

---

The highest spin multiplicity belongs to which entry? C20H23Ge2I2N3OPd